Computed, not measured: C5H12N2Si in the gas phase, with wB97M-V/def2-TZVPD.

Computed properties:
E = -16237.093 eV
SMILES string = CN(C#N)[Si](C)(C)C
Energy above the lowest of the compared OMol25 structures with the same formula, charge and spin = 0.0 kJ/mol
Total charge = 0

```
20
Properties=species:S:1:pos:R:3:forces:R:3
C 2.30213 -0.40681 -0.12972 -0.6394 0.5541 0.1748
C 1.40021 2.03037 0.08318 2.0613 -3.4738 -0.9791
C -0.26255 -2.29691 0.30650 1.2028 0.0583 0.0197
C -1.26261 -0.05996 -1.67121 0.7963 1.4090 -0.2584
C -1.41505 0.50564 1.34033 -0.7850 -0.0913 1.3146
N 3.29016 -0.98623 -0.19567 1.2119 -0.7118 -0.1703
N 1.17696 0.25177 -0.01725 -1.1469 4.0411 0.3456
Si -0.47244 -0.44047 0.01217 -0.0941 0.0148 -0.2946
H 0.51362 2.56535 0.37589 -0.3458 -0.2777 -0.1703
H 2.23372 2.12904 0.77559 -0.4933 -0.1780 0.6596
H 1.92860 2.32562 -0.85218 -1.2984 -0.2760 0.1980
H 0.47570 -2.75207 -0.40996 -1.1954 0.3188 0.1077
H 0.24807 -2.54680 1.24232 -0.1096 0.5367 0.2675
H -1.22017 -2.80801 0.39150 -0.0062 -0.1357 -0.5614
H -1.55806 1.01147 -1.84333 0.4473 -0.6834 0.6011
H -0.50874 -0.23608 -2.44650 -0.0068 -0.1824 0.0499
H -2.13981 -0.58099 -1.97395 -0.7231 -0.8616 0.0955
H -1.99638 -0.08335 2.15201 0.7389 0.7603 -1.6690
H -0.68706 1.05559 1.93388 0.3310 -0.0244 0.1492
H -2.04629 1.32286 0.92639 0.0546 -0.7969 0.1197
```
Forces are in eV/Å.

From a natural (NBO) analysis of the wavefunction, the atomic charges in e read:
1. C 0.411
2. C -0.364
3. C -1.135
4. C -1.130
5. C -1.151
6. N -0.419
7. N -0.885
8. Si 1.794
9. H 0.215
10. H 0.213
11. H 0.218
12. H 0.262
13. H 0.254
14. H 0.247
15. H 0.238
16. H 0.243
17. H 0.244
18. H 0.258
19. H 0.242
20. H 0.243



Computed, not measured: C6H10N4 in the gas phase, with wB97M-V/def2-TZVPD.

Computed properties:
Multiplicity = 3
E = -12336.345 eV
Energy above the lowest of the compared OMol25 structures with the same formula, charge and spin = 278.1 kJ/mol
Total charge = 0

```
20
Properties=species:S:1:pos:R:3:forces:R:3
C 2.51129 0.00113 -2.26857 -2.0203 -0.6378 0.0045
C 1.09545 0.47374 -0.80717 -0.6588 4.7962 1.7213
C 0.28326 1.07181 0.34400 -0.4853 0.1872 -1.8487
C -0.85708 -1.17019 0.58931 0.1321 2.6316 1.1970
C -1.01647 0.32026 0.54657 -2.5194 -1.0185 0.5313
C -1.66338 0.81604 1.91230 -1.1200 0.8009 -2.7902
N 2.15084 1.00686 -1.45036 -0.4492 -0.3957 1.0264
N 1.72598 -1.06733 -2.26664 -0.1130 -0.8936 0.5235
N 0.78817 -0.73700 -1.31802 -2.9589 -4.9211 -2.5070
N -0.36534 -1.53694 -1.12126 4.4022 2.7047 -0.3957
H 3.12671 0.02407 -3.11162 1.6394 0.5288 -0.6350
H 0.78403 0.83625 1.23011 1.4613 -0.0400 1.7882
H 0.08302 2.19606 0.33165 0.6700 -1.5310 -0.3977
H 0.06354 -1.35780 1.00082 2.2617 -1.1026 1.3247
H -1.58480 -1.82889 0.94183 -1.5236 -0.6816 0.1101
H -1.65274 0.44217 -0.35950 -0.2581 0.7703 0.6547
H -2.69436 0.50308 2.14187 0.3423 -0.2574 -0.5967
H -1.71977 1.89075 1.72851 0.0374 0.2733 0.8776
H -1.09010 0.53165 2.74591 1.0966 -0.0621 0.9307
H 0.03176 -2.41572 -0.80975 0.0637 -1.1518 -1.5188
```
Forces are in eV/Å.

From a natural (NBO) analysis of the wavefunction, the atomic charges in e read:
1. C 0.237
2. C 0.331
3. C -0.449
4. C -0.360
5. C -0.255
6. C -0.603
7. N -0.491
8. N -0.356
9. N 0.010
10. N -0.283
11. H 0.202
12. H 0.211
13. H 0.248
14. H 0.162
15. H 0.209
16. H 0.194
17. H 0.217
18. H 0.201
19. H 0.208
20. H 0.367



Computed, not measured: C4H4ClFO2 in the gas phase, with wB97M-V/def2-TZVPD.

Computed properties:
E = -23545.231 eV
SMILES string = C=C[C@](F)(Cl)C(=O)O
Energy above the lowest of the compared OMol25 structures with the same formula, charge and spin = 204.8 kJ/mol
Total charge = 0

```
12
Properties=species:S:1:pos:R:3:forces:R:3
C 0.79915 -0.99717 -0.85043 3.1040 -1.3758 1.2876
C -0.10104 -0.28897 0.23171 0.0250 -3.0951 0.4203
C 0.03648 1.11793 0.50955 4.5285 0.0649 2.5833
C -1.05332 1.81031 0.51277 -0.2458 3.5068 -0.2126
H 0.87543 -2.39664 -1.97731 -2.3234 0.1232 1.5146
H 1.18886 1.32383 1.13863 -3.7242 0.0010 -2.7345
H -1.98478 1.40687 0.29604 -1.3567 -0.9963 -0.6406
H -1.10848 2.90103 0.58117 0.4274 -0.3457 0.6654
O 0.10182 -2.06357 -1.35259 3.6075 1.0284 -2.1383
O 2.06966 -0.91471 -0.91317 -5.5075 0.4798 -0.4859
F -1.44795 -0.71286 0.14765 2.0345 0.5628 -0.3455
Cl 0.62417 -1.18603 1.67599 -0.5694 0.0461 0.0863
```
Forces are in eV/Å.

From a natural (NBO) analysis of the wavefunction, the atomic charges in e read:
1. C 0.724
2. C 0.273
3. C -0.272
4. C -0.334
5. H 0.508
6. H 0.272
7. H 0.215
8. H 0.212
9. O -0.640
10. O -0.577
11. F -0.333
12. Cl -0.047



Computed, not measured: C12H20Cl2N4O6S2 in the gas phase, with wB97M-V/def2-TZVPD.

Computed properties:
E = -77722.549 eV
SMILES string = O=NN(CCCl)C(=O)OCCCSSCCCOC(=O)N(CCCl)N=O
Energy above the lowest of the compared OMol25 structures with the same formula, charge and spin = 39.0 kJ/mol
Total charge = 0

```
46
Properties=species:S:1:pos:R:3:forces:R:3
O -3.08105 0.15756 -4.60389 0.4157 2.5507 -0.2083
O -0.08369 -3.71641 7.52574 0.5559 1.3285 -2.4942
O 0.31030 0.46990 -3.45206 -0.0988 2.5430 0.1110
O 2.31921 -2.70480 4.75609 -4.2578 -0.9932 -1.8292
Cl -2.13750 2.12268 -7.59167 -0.2599 0.3301 0.5556
Cl -3.84418 -2.41849 4.64462 1.1932 0.1690 0.8945
N -1.92242 0.44796 -4.58690 0.7452 -3.1898 0.1094
N 0.65783 -3.20351 6.68806 0.2047 -0.9415 2.0347
O 0.28237 2.79450 -3.31841 -0.0861 -1.2956 -1.3493
O 0.63001 -2.46084 3.20919 0.1379 -1.3212 0.9531
S 1.81403 2.13127 1.15782 0.0128 -2.5106 -2.0380
S 2.34220 0.05037 1.26515 -1.7716 0.4025 0.6554
C -0.18106 1.57408 -3.66327 0.7447 -1.8940 -0.1338
C 1.09081 -2.78836 4.43370 6.2364 2.4019 1.7616
N -1.41267 1.70195 -4.29146 -1.5084 1.3693 -0.6829
N 0.16984 -2.95870 5.45687 -3.7908 -1.2733 -1.1458
C -1.72660 3.35917 -6.34971 0.8995 -1.3398 1.2856
C -2.21137 -2.19470 5.46732 0.3053 0.7039 0.4999
C 1.66283 2.90213 -2.97801 1.3576 2.4686 0.8092
C 1.48198 -2.95508 2.13568 1.3970 0.2034 -0.1170
C 1.62454 1.85213 -0.74030 1.3627 1.5578 0.8547
C 0.70128 -0.83061 0.85765 -0.3083 0.3627 1.4850
C -1.99702 2.94365 -4.81730 -0.0141 -0.4558 -1.8924
C -1.27189 -3.28522 5.02964 0.7938 -1.7485 0.1955
C 1.64936 3.19045 -1.45470 -2.3656 0.1948 -0.9407
C 0.97490 -2.31351 0.82839 0.0776 -1.8774 0.1953
H -0.67349 3.56346 -6.56404 -0.1436 0.0254 0.4477
H -2.27613 4.27013 -6.48848 -0.4915 0.2441 -0.3425
H -2.21621 -2.30619 6.58875 -0.8731 0.3888 -1.1276
H -1.81358 -1.17602 5.22790 -0.5793 -0.9065 -0.0115
H 2.02330 3.86430 -3.43057 -0.4885 -0.8992 -0.0827
H 2.34375 2.11585 -3.33830 -0.8138 -0.1537 0.2361
H 1.53791 -4.08498 2.20474 -0.6757 1.1835 -0.5299
H 2.57413 -2.68334 2.23940 -1.3085 0.2510 0.5764
H 2.56928 1.36989 -1.09301 -0.9999 -0.2189 0.7058
H 0.71796 1.28257 -0.98084 0.5216 0.1333 0.2098
H 0.29607 -0.48126 -0.06298 0.3942 0.0574 -1.1750
H -0.21294 -0.65977 1.49696 1.5114 0.2277 0.3415
H -3.05789 2.85327 -4.70443 -0.6681 -0.0606 0.0950
H -1.66716 3.79535 -4.27905 0.3436 0.5522 0.8393
H -1.20639 -3.52823 3.96090 -0.2488 0.7409 0.2911
H -1.63523 -4.25730 5.47327 0.7806 0.9846 -0.0018
H 0.62791 3.70381 -1.41608 1.3602 -0.4146 0.6277
H 2.37001 3.93154 -1.10366 0.3264 -0.4927 -0.1263
H 0.06865 -2.86670 0.51435 0.3190 0.4429 -0.0747
H 1.78803 -2.57397 0.14694 -0.2452 0.1689 -0.4677
```
Forces are in eV/Å.

From a natural (NBO) analysis of the wavefunction, the atomic charges in e read:
1. O -0.276
2. O -0.341
3. O -0.589
4. O -0.579
5. Cl -0.056
6. Cl -0.068
7. N 0.288
8. N 0.300
9. O -0.520
10. O -0.518
11. S 0.063
12. S 0.057
13. C 0.893
14. C 0.876
15. N -0.352
16. N -0.307
17. C -0.374
18. C -0.371
19. C -0.081
20. C -0.074
21. C -0.479
22. C -0.497
23. C -0.250
24. C -0.284
25. C -0.449
26. C -0.447
27. H 0.216
28. H 0.218
29. H 0.236
30. H 0.226
31. H 0.195
32. H 0.218
33. H 0.200
34. H 0.217
35. H 0.224
36. H 0.223
37. H 0.219
38. H 0.227
39. H 0.225
40. H 0.235
41. H 0.240
42. H 0.233
43. H 0.214
44. H 0.226
45. H 0.222
46. H 0.221